Run P
The following is a quantum chemistry calculation of a molecular structure, CH2N3P, from OMol25.

Results
LUMO	-1.384	eV
net charge	0
highest occupied orbital energy	-10.05	eV

Element x y z (Å)
1 C 0.404 0.079 -1.075
2 N -0.634 0.608 -0.330
3 N 1.264 -0.776 -0.653
4 N 0.639 -1.016 1.299
5 P -0.450 0.056 1.189
6 H 0.287 0.373 -2.111
7 H -1.510 0.677 1.681

Atomic partial charges in e from the Löwdin method, atoms 1 to 6: C -0.46; N -0.25; N 0.15; N -0.24; P 0.72; H 0.11

Run Q
The following is a quantum chemistry calculation of CH2N3P in the gas phase, from OMol25.

Results
structure (SMILES)	C1=[PH]=NN=N1
LUMO	-1.406	eV
net charge	0
highest occupied orbital energy	-10.32	eV

Element x y z (Å)
1 C 0.488 0.727 -0.118
2 P 0.526 -0.946 -0.441
3 N -0.971 -1.247 0.077
4 N -1.589 0.110 0.170
5 N -0.790 1.064 -0.037
6 H 1.137 1.692 -0.284
7 H 1.200 -1.400 0.634

Atomic partial charges in e from the Löwdin method, atoms 1 to 6: C -0.39; P 0.80; N -0.26; N -0.08; N -0.14; H 0.11

run P is the least stable structure shown above.